(1)
The following is a quantum chemistry calculation of a single C4H3F5O molecule at a distorted geometry, from the Open Molecules 2025 dataset.

The geometry in XYZ format:
```
13
C4H3F5O, DFT ωB97M-V/def2-TZVPD
F 1.058 -1.010 1.795
F -2.224 1.204 0.755
F 1.281 1.107 1.934
F -2.098 -1.000 0.973
F 1.054 1.418 -0.846
O 1.622 -0.784 -0.939
C 0.752 0.173 -0.381
C -1.471 0.086 0.519
C 0.740 0.179 1.186
C -0.702 -0.127 -0.769
H 2.128 -0.360 -1.623
H -1.215 0.383 -1.517
H -0.925 -1.271 -1.087
```

Its HOMO energy is -8.85 eV. Its total energy is -19828.04760 eV. The value obtained for the relative energy (zero: lowest compared OMol25 entry of this formula, charge and spin) is 42.4 kcal per mole. The orbital gap comes out at 9.25 eV. The spin multiplicity is 1. The value obtained for the LUMO energy is 0.403 eV.


(2)
The following is a quantum chemistry calculation of a molecular structure, C6HMoO6 at a distorted geometry, from the Open Molecules 2025 dataset.

The geometry in XYZ format:
```
14
C6HMoO6, DFT ωB97M-V/def2-TZVPD
Mo -0.484 0.738 0.242
O -1.669 4.049 -0.205
O 3.568 -2.393 -2.939
O 2.561 1.012 1.026
O -1.463 -0.939 -2.267
O -0.798 -2.087 1.471
O -2.435 0.670 2.734
C -1.716 0.695 1.815
C -0.222 -1.313 0.737
C 2.840 -2.446 -2.060
C 1.434 0.930 0.730
C -1.100 -0.313 -1.350
C -1.237 2.994 -0.121
H 0.721 -1.598 0.186
```

Its HOMO energy (alpha / beta) is -22.39 / -22.82 eV. Its total energy is -20334.60760 eV. Its total charge is +3. The orbital gap (alpha / beta) comes out at 3.53 / 4.36 eV. The spin multiplicity is 3. The value obtained for the LUMO energy (alpha / beta) is -18.860 / -18.458 eV.


(3)
The following is a quantum chemistry calculation of a gas-phase ion, C26H52Cl2N4O5PS (charge +1) at a distorted geometry, from the Open Molecules 2025 dataset.

The geometry in XYZ format:
```
91
C26H52Cl2N4O5PS, DFT ωB97M-V/def2-TZVPD
Cl 3.142 -2.600 2.993
Cl 8.021 -0.068 4.734
S 6.428 1.215 4.149
P -2.710 -0.638 0.217
O 0.828 -3.733 2.355
O 6.651 2.678 4.698
O 6.422 1.249 2.589
O -5.391 2.041 -3.770
O 2.791 -0.089 -5.126
N 4.067 -1.905 -3.883
N -0.171 -2.270 0.551
N 0.644 -1.235 2.752
N -1.532 -0.471 1.590
C -0.392 -1.229 1.669
C -4.147 1.957 2.102
C 2.034 -3.257 -0.586
C 2.086 0.392 4.292
C -5.999 1.196 -1.358
C 1.250 -2.548 3.074
C -5.425 2.296 -0.250
C -2.526 0.850 -2.382
C 3.347 -2.727 -1.476
C 4.999 0.741 -4.154
C -1.852 0.529 2.678
C -0.161 -3.561 1.318
C 4.788 0.550 4.870
C 3.510 1.241 4.106
C -3.480 0.720 2.947
C 3.894 -0.472 -4.423
C 1.553 -0.047 2.767
C -6.460 1.914 -2.764
C -5.500 1.575 1.258
C -3.921 -2.891 1.777
C 1.059 -1.990 -0.253
C -1.836 -0.331 -1.457
C 2.903 -2.144 -2.944
C -5.478 0.949 -4.773
C 3.800 -2.858 -5.059
C -3.579 -2.355 0.267
H -0.746 0.075 -1.189
H -5.771 -0.079 -4.241
H -4.358 0.779 -5.148
H 3.787 -3.958 -4.626
H -4.112 -0.238 2.718
H -5.087 -2.932 2.023
H -3.536 -4.018 1.847
H 2.377 -0.593 4.887
H -2.963 -3.150 -0.351
H 3.815 1.352 2.959
H -5.244 0.309 -1.484
H -7.335 1.314 -3.266
H 1.469 -4.048 -1.242
H -2.620 1.800 -1.702
H -4.625 -2.239 -0.293
H -3.376 -2.313 2.639
H -1.745 -1.308 -2.128
H 1.027 -2.758 4.230
H -1.471 1.586 2.277
H -1.718 1.114 -3.218
H -6.974 0.727 -0.854
H 4.731 0.836 6.024
H 2.108 -2.894 -3.382
H -3.314 2.455 1.447
H 0.694 -1.559 -1.305
H 4.162 -3.593 -1.594
H 5.841 0.665 -4.968
H 4.450 1.774 -4.318
H 2.367 -1.114 -2.765
H 3.846 -1.866 -0.846
H -6.013 3.310 -0.296
H -5.684 0.426 1.109
H 5.382 0.709 -3.049
H -4.302 2.508 -0.507
H 4.621 -2.704 -5.897
H 1.753 -1.130 0.198
H 4.797 -0.615 4.746
H 0.894 0.890 2.427
H -6.444 2.083 1.778
H 2.525 -3.766 0.376
H -3.534 0.463 -2.832
H -6.812 3.010 -2.476
H -6.184 1.201 -5.682
H -3.622 0.948 4.103
H 2.438 -0.069 1.975
H -4.467 2.774 2.909
H 2.710 -2.676 -5.509
H -1.349 0.287 3.721
H -0.123 -4.528 0.619
H 1.313 1.051 4.873
H 3.353 2.356 4.493
H -1.233 -3.636 1.842
```

Its HOMO energy is -11.55 eV. Its total energy is -89149.50620 eV. Its total charge is +1. The value obtained for the relative energy (zero: lowest compared OMol25 entry of this formula, charge and spin) is 189.1 kcal per mole. The orbital gap comes out at 7.39 eV. The spin multiplicity is 1. The value obtained for the LUMO energy is -4.156 eV.